[1]
C3H4O3Tl | the ωB97M-V functional and the def2-TZVPD basis

Computed properties:
Net charge = 0
E = -14010.550 eV
LUMO (alpha / beta) = -0.4 / -0.4 eV
HOMO energy (alpha / beta) = -8.178 / -9.778 eV
Spin multiplicity = 2
Energy relative to the best compared isomer or geometry (same formula, charge and spin) = 0.00 kJ/mol
HOMO-LUMO gap (alpha / beta) = 7.824 / 9.424 eV

Element x y z (Å)
O  1.04258  0.69527  -0.87558
C  1.28352  0.17934  0.25289
C  -1.63996  0.53610  0.08904
O  2.42610  0.16399  0.77670
O  0.36513  -0.64522  0.79646
C  -0.90680  -0.75466  0.15087
Tl  3.61826  0.56735  -1.24811
H  -2.08752  0.86157  -0.85051
H  -1.88783  1.05976  1.01451
H  -0.75777  -1.16378  -0.85877
H  -1.45571  -1.49972  0.75250

Atomic forces in eV per Å
0.2 0.3 0.4
0.0 -1.2 -1.9
-0.4 -0.1 0.0
0.2 0.2 0.7
0.2 0.3 1.0
-0.3 0.1 -0.5
-0.5 0.1 0.2
0.2 0.0 0.4
0.2 -0.1 -0.3
-0.1 0.1 0.3
0.3 0.2 -0.1

Electronic structure analysis, Löwdin charges in units of e: atom 1 (O): -0.16, atom 2 (C): -0.83, atom 3 (C): 0.06, atom 4 (O): -0.20, atom 5 (O): -0.01, atom 6 (C): -0.26, atom 7 (Tl): 1.03, atom 8 (H): 0.06, atom 9 (H): 0.06, atom 10 (H): 0.12, atom 11 (H): 0.12


[2]
C16H18 | the ωB97M-V functional and the def2-TZVPD basis

Computed properties:
Net charge = 0
SMILES = C/C=C/c1c(C)c(C)c(C)c2ccccc12
E = -16883.686 eV
LUMO = 0.6 eV
HOMO energy = -7.514 eV
Energy relative to the best compared isomer or geometry (same formula, charge and spin) = 25.15 kJ/mol
HOMO-LUMO gap = 8.066 eV

Element x y z (Å)
C  -2.89667  0.22109  3.58030
C  -2.15568  -0.18369  2.34558
C  -1.07401  0.54070  1.88368
C  -0.37632  0.23929  0.60678
C  -1.06244  0.21249  -0.64332
C  -2.55609  0.57901  -0.72306
C  -0.33036  -0.07660  -1.83909
C  -1.11840  -0.29180  -3.14530
C  1.06628  -0.19233  -1.78625
C  1.86800  -0.14841  -3.09195
C  1.75351  -0.23774  -0.53145
C  3.14910  -0.43367  -0.41031
C  3.80299  -0.43433  0.83911
C  3.05217  -0.27034  1.99250
C  1.69212  -0.08609  1.88197
C  0.98976  -0.02151  0.66500
H  -2.39840  1.10121  4.00528
H  -2.89301  -0.56299  4.31956
H  -3.94136  0.39015  3.29178
H  -2.55904  -1.00845  1.75714
H  -0.71039  1.39808  2.47210
H  -3.16615  -0.25231  -0.42552
H  -2.86935  0.92591  -1.70113
H  -2.71828  1.41540  -0.04197
H  -2.04219  -0.84288  -2.96010
H  -0.55341  -0.91580  -3.83264
H  -1.40780  0.68040  -3.57679
H  2.15042  -1.17157  -3.35500
H  1.28193  0.26825  -3.90988
H  2.71436  0.49098  -2.99845
H  3.74036  -0.61447  -1.30549
H  4.88808  -0.54383  0.90568
H  3.53437  -0.23398  2.93600
H  1.14588  0.05979  2.79526

Atomic forces in eV per Å
0.2 0.1 -0.5
2.1 1.8 -0.8
-2.2 -1.4 0.5
-2.0 0.2 -1.3
0.5 0.1 1.1
1.3 0.4 0.2
0.3 -0.3 0.4
0.3 0.4 0.7
-0.6 0.5 -0.7
-1.2 -0.9 0.5
-0.6 0.4 0.1
1.0 -0.1 1.0
-0.2 -0.1 -2.0
-1.0 0.3 -0.7
0.3 0.2 0.8
1.8 -0.6 -0.7
-0.5 -0.1 0.0
0.0 -0.4 0.4
0.1 0.3 0.4
0.3 0.1 0.1
-0.2 -0.4 -0.2
-0.5 -0.3 0.1
0.1 -0.2 -0.2
-0.2 -0.2 0.1
0.0 0.1 0.2
0.1 0.3 -0.2
0.2 -0.4 -0.2
0.3 0.2 -0.2
-0.1 -0.1 0.1
0.9 0.2 0.2
-0.1 0.1 0.2
-0.4 -0.1 -0.2
0.2 -0.1 0.8
-0.2 0.0 0.2

Electronic structure analysis, Löwdin charges in units of e: atom 1 (C): -0.11, atom 2 (C): -0.14, atom 3 (C): -0.08, atom 4 (C): -0.14, atom 5 (C): -0.13, atom 6 (C): -0.04, atom 7 (C): -0.16, atom 8 (C): -0.05, atom 9 (C): -0.15, atom 10 (C): -0.05, atom 11 (C): -0.12, atom 12 (C): -0.02, atom 13 (C): -0.08, atom 14 (C): -0.09, atom 15 (C): -0.03, atom 16 (C): -0.13, atom 17 (H): 0.08, atom 18 (H): 0.06, atom 19 (H): 0.08, atom 20 (H): 0.11, atom 21 (H): 0.12, atom 22 (H): 0.07, atom 23 (H): 0.06, atom 24 (H): 0.08, atom 25 (H): 0.08, atom 26 (H): 0.07, atom 27 (H): 0.09, atom 28 (H): 0.09, atom 29 (H): 0.07, atom 30 (H): 0.06, atom 31 (H): 0.10, atom 32 (H): 0.10, atom 33 (H): 0.09, atom 34 (H): 0.10


[3]
C25H25F2N3O2 | the ωB97M-V functional and the def2-TZVPD basis

Computed properties:
Net charge = 0
SMILES = O=C(NCc1ccccn1)c1ccc(OC2CCN(Cc3ccc(F)cc3F)CC2)cc1
E = -40331.589 eV
LUMO = 0.7 eV
HOMO energy = -8.673 eV
Energy relative to the best compared isomer or geometry (same formula, charge and spin) = 25.84 kJ/mol
HOMO-LUMO gap = 9.338 eV

Element x y z (Å)
O  -5.03594  -0.94256  0.86337
C  -4.50977  0.01248  1.40604
N  -5.22842  0.97965  2.03042
C  -6.67687  0.97758  2.02639
C  -7.22472  1.81906  0.90052
C  -7.12866  1.38488  -0.41872
C  -7.62096  2.20308  -1.42027
C  -8.18940  3.41938  -1.07127
C  -8.23095  3.76017  0.27117
N  -7.75909  2.98570  1.23315
C  -3.03366  0.19557  1.44424
C  -2.36920  0.89075  2.45368
C  -0.99750  1.00567  2.43218
C  -0.24382  0.43801  1.39957
O  1.09581  0.62386  1.49280
C  1.96235  0.10683  0.49733
C  1.98242  0.98320  -0.75722
C  2.86358  0.32164  -1.82073
N  3.87089  -0.52586  -1.20222
C  4.88628  -0.93738  -2.15139
C  5.68338  -2.10041  -1.62568
C  5.09189  -3.06869  -0.82283
C  5.81227  -4.14750  -0.34545
C  7.14929  -4.25936  -0.68407
F  7.86080  -5.30627  -0.22597
C  7.78065  -3.32345  -1.48166
C  7.02803  -2.25675  -1.93742
F  7.63791  -1.33684  -2.71453
C  4.42404  0.10279  -0.01553
C  3.37160  0.08066  1.09982
C  -0.90408  -0.26745  0.39637
C  -2.27948  -0.39039  0.43416
H  -4.77499  1.83510  2.30651
H  -7.04010  1.36786  2.97932
H  -6.98751  -0.06281  1.89867
H  -6.67939  0.42859  -0.63697
H  -7.56704  1.89750  -2.45537
H  -8.58965  4.08461  -1.82058
H  -8.66118  4.69776  0.59933
H  -2.91704  1.31793  3.28095
H  -0.47155  1.53116  3.21379
H  1.66393  -0.91344  0.22631
H  0.97301  1.13158  -1.14191
H  2.37584  1.96223  -0.47864
H  2.25682  -0.31783  -2.47021
H  3.32220  1.10418  -2.45031
H  5.56539  -0.11032  -2.42200
H  4.37592  -1.25592  -3.06753
H  4.05011  -2.95136  -0.57195
H  5.35396  -4.89767  0.27846
H  8.82245  -3.41755  -1.74025
H  5.30595  -0.45816  0.29787
H  4.74378  1.13717  -0.22724
H  3.48421  -0.81166  1.71484
H  3.48331  0.95180  1.74572
H  -0.36149  -0.73061  -0.41231
H  -2.79562  -0.94819  -0.33276

Atomic forces in eV per Å
-0.1 -0.2 -0.2
0.1 0.2 0.2
-0.1 0.2 0.2
-0.1 -0.2 0.0
0.0 -0.2 0.0
-0.1 0.1 -0.1
0.0 0.0 0.1
0.0 0.0 0.0
-0.1 0.2 -0.3
0.0 -0.1 0.5
0.3 -0.2 -0.1
0.0 -0.1 -0.2
0.2 0.0 -0.1
-0.3 0.1 0.2
-0.1 0.1 0.2
0.3 0.0 -0.4
-0.1 -0.2 0.2
-0.1 0.0 -0.1
0.1 0.0 -0.1
-0.1 0.0 -0.1
0.2 0.1 -0.1
0.3 0.0 -0.1
0.2 -0.2 0.0
-0.1 0.2 -0.1
0.0 0.1 0.0
0.0 0.0 0.0
-0.2 -0.2 0.2
0.0 -0.1 0.0
0.0 0.0 0.2
-0.2 0.0 -0.1
0.3 0.0 0.0
-0.3 0.1 0.2
0.1 -0.1 -0.1
0.0 -0.1 -0.1
0.0 0.1 0.1
0.1 -0.1 0.0
0.0 0.0 -0.1
0.0 0.1 0.0
-0.1 0.1 -0.1
0.0 0.0 0.1
0.1 0.1 0.1
0.0 0.1 0.1
0.0 0.1 0.0
0.0 0.0 0.0
0.0 0.1 0.0
0.0 -0.1 0.0
-0.1 -0.1 0.0
0.0 0.1 0.0
-0.1 0.0 0.0
0.0 -0.1 0.1
0.1 0.0 0.0
0.0 0.1 0.0
0.1 0.0 0.0
0.0 0.0 0.1
0.0 0.0 0.0
0.1 0.0 -0.1
0.0 -0.1 -0.1

Electronic structure analysis, Löwdin charges in units of e: atom 1 (O): 0.06, atom 2 (C): -0.46, atom 3 (N): 0.08, atom 4 (C): -0.12, atom 5 (C): -0.27, atom 6 (C): -0.01, atom 7 (C): -0.06, atom 8 (C): -0.07, atom 9 (C): -0.15, atom 10 (N): 0.10, atom 11 (C): -0.15, atom 12 (C): -0.03, atom 13 (C): 0.01, atom 14 (C): -0.25, atom 15 (O): -0.01, atom 16 (C): -0.33, atom 17 (C): -0.10, atom 18 (C): -0.18, atom 19 (N): -0.19, atom 20 (C): -0.14, atom 21 (C): -0.15, atom 22 (C): -0.02, atom 23 (C): 0.00, atom 24 (C): -0.27, atom 25 (F): 0.06, atom 26 (C): 0.07, atom 27 (C): -0.22, atom 28 (F): 0.07, atom 29 (C): -0.17, atom 30 (C): -0.09, atom 31 (C): 0.00, atom 32 (C): -0.01, atom 33 (H): 0.13, atom 34 (H): 0.12, atom 35 (H): 0.13, atom 36 (H): 0.11, atom 37 (H): 0.11, atom 38 (H): 0.10, atom 39 (H): 0.10, atom 40 (H): 0.11, atom 41 (H): 0.12, atom 42 (H): 0.15, atom 43 (H): 0.11, atom 44 (H): 0.13, atom 45 (H): 0.12, atom 46 (H): 0.12, atom 47 (H): 0.13, atom 48 (H): 0.14, atom 49 (H): 0.12, atom 50 (H): 0.12, atom 51 (H): 0.13, atom 52 (H): 0.12, atom 53 (H): 0.13, atom 54 (H): 0.12, atom 55 (H): 0.12, atom 56 (H): 0.11, atom 57 (H): 0.12


[4]
C3H22NO6 | the ωB97M-V functional and the def2-TZVPD basis

Computed properties:
Net charge = +1
E = -17238.557 eV
LUMO = -2.4 eV
HOMO energy = -14.205 eV
Energy relative to the best compared isomer or geometry (same formula, charge and spin) = 0.00 kJ/mol
HOMO-LUMO gap = 11.845 eV

Element x y z (Å)
C  1.54978  -1.41848  -0.39608
C  1.20857  -0.08677  0.29844
N  0.62308  0.86712  -0.72418
C  0.24922  2.15999  -0.09509
H  2.30650  -1.32245  -1.17087
H  1.94933  -2.13288  0.32422
H  0.66150  -1.89871  -0.88156
H  0.45475  -0.29823  1.10076
H  2.10430  0.40275  0.76258
H  -0.34462  0.41131  -1.16603
H  1.29194  1.00061  -1.48804
H  -0.46429  2.02170  0.73184
H  -0.21130  2.81658  -0.84851
H  1.13046  2.68439  0.28109
H  -1.91433  1.29405  3.23795
H  -0.73419  0.33767  2.88762
O  -1.46697  0.93936  2.51169
H  -2.38305  0.07848  1.38821
H  -3.81782  -0.12699  0.79072
O  -2.92057  -0.40898  0.71586
H  -1.89247  -3.37782  -1.66976
H  -1.27929  -3.06144  -3.04938
O  -1.25673  -2.81107  -2.11190
H  1.11830  -0.10152  4.14252
H  0.26527  -1.37595  3.88325
O  0.53509  -0.53377  3.52058
H  -2.16978  -0.25199  -0.80018
H  -1.55240  -1.13079  -1.84411
O  -1.63703  -0.20492  -1.61169
H  2.51767  2.44146  -3.25429
H  3.42554  1.30163  -2.88149
O  2.65353  1.78564  -2.58417

Atomic forces in eV per Å
-0.5 -0.2 -0.1
-0.1 -0.5 -0.2
-1.5 -0.8 0.7
-0.2 0.7 -0.3
0.1 0.3 -0.1
-0.1 0.1 0.1
0.6 0.5 0.5
0.6 0.6 -0.9
-0.8 -0.4 -0.4
1.3 0.3 0.5
0.1 0.2 0.1
0.3 -0.2 -0.4
0.1 -0.3 0.2
0.0 -0.2 0.0
-1.1 0.9 1.8
-1.1 1.1 -0.3
2.2 -1.7 -1.3
-0.5 -0.1 -0.1
-0.9 0.3 0.2
1.2 -0.3 -0.1
-0.1 -0.2 0.0
0.0 0.0 0.4
0.1 -0.1 -0.5
0.2 0.0 0.4
0.1 -0.3 0.3
-0.1 0.1 -0.5
-0.5 0.2 0.6
0.3 -0.9 -0.5
0.3 1.0 0.0
-0.2 0.7 -0.6
0.2 -0.2 0.0
0.0 -0.5 0.6

Electronic structure analysis, Löwdin charges in units of e: atom 1 (C): -0.06, atom 2 (C): -0.19, atom 3 (N): -0.05, atom 4 (C): -0.03, atom 5 (H): 0.07, atom 6 (H): 0.08, atom 7 (H): 0.07, atom 8 (H): 0.10, atom 9 (H): 0.14, atom 10 (H): 0.13, atom 11 (H): 0.10, atom 12 (H): 0.08, atom 13 (H): 0.10, atom 14 (H): 0.10, atom 15 (H): 0.04, atom 16 (H): 0.04, atom 17 (O): -0.06, atom 18 (H): 0.01, atom 19 (H): 0.05, atom 20 (O): -0.05, atom 21 (H): 0.07, atom 22 (H): 0.09, atom 23 (O): -0.03, atom 24 (H): 0.08, atom 25 (H): 0.08, atom 26 (O): -0.01, atom 27 (H): 0.01, atom 28 (H): 0.00, atom 29 (O): -0.03, atom 30 (H): 0.05, atom 31 (H): 0.06, atom 32 (O): -0.02